Entry from OMol25: 2 unconnected molecules or ions with the total composition C3H10NO (the ωB97M-V functional and the def2-TZVPD basis).

Element x y z (Å)
C: 0.583 -2.674 -0.348
O: -0.591 -2.310 -0.939
H: 1.075 -1.708 0.060
H: 0.552 -3.502 0.407
H: 1.229 -3.057 -1.170
H: -1.268 -2.998 -0.779
C: -0.394 2.396 1.267
C: 0.365 1.250 -0.823
N: -0.538 1.563 0.045
H: 0.625 2.914 1.288
H: -0.491 1.692 2.113
H: -1.318 2.994 1.282
H: 0.400 0.437 -1.599
H: 1.080 2.091 -0.839
H: -1.309 0.914 0.035

Cartesian forces, eV/Å:
C 3.132 -0.037 0.229
O -3.002 -0.006 -0.069
H -0.527 -1.695 -0.209
H -0.249 1.041 -0.318
H 0.183 0.218 0.709
H 0.509 0.671 -0.298
C 0.147 0.121 -0.287
C 0.274 2.547 -0.001
N 0.912 -2.550 -0.699
H -1.781 -0.488 -0.136
H 0.325 0.269 -0.366
H 0.829 0.452 0.161
H -0.724 0.751 1.115
H 0.674 -1.134 -0.255
H -0.704 -0.162 0.423

Summary:
Molar mass   76.12 g/mol
Net charge   +1
DFT total energy   -249.9699 Eh
LUMO level   -5.373 eV
Energy above the lowest of the compared OMol25 structures with the same formula, charge and spin   2.283 eV
Gap between HOMO and LUMO   8.2 eV
HOMO   -13.6 eV

And the Löwdin charges, in e, turn out to be: -0.219, -0.143, 0.085, 0.100, 0.086, 0.107, 0.014, 0.182, -0.011, 0.137, 0.114, 0.111, 0.149, 0.127, 0.161

Entry from OMol25: 2 unconnected molecules or ions with the total composition C3H10NO (the ωB97M-V functional and the def2-TZVPD basis).

Element x y z (Å)
C: -1.044 1.055 1.222
C: -0.440 -0.242 0.864
C: -0.808 -1.492 1.035
N: 0.830 -0.031 0.114
H: -2.064 0.934 1.568
H: -1.055 1.740 0.380
H: -0.503 1.520 2.056
H: -0.255 -2.321 0.598
H: -1.683 -1.753 1.604
H: 1.381 0.760 0.447
H: 1.487 -0.811 0.139
H: 0.641 0.123 -0.892
H: 1.513 0.773 -3.440
H: 0.642 -0.418 -2.989
O: 1.356 0.164 -2.707

Cartesian forces, eV/Å:
C -0.325 0.177 0.858
C 0.572 -0.173 -0.201
C -0.034 -0.319 -0.030
N 0.426 -0.130 -0.622
H -0.136 -0.119 -0.052
H 0.034 0.114 -0.162
H 0.064 0.040 -0.219
H 0.049 0.159 0.257
H -0.262 0.095 -0.052
H -0.268 0.266 0.060
H -0.245 -0.341 0.149
H 0.350 0.380 -0.023
H -0.034 -0.045 0.066
H 0.122 0.000 -0.450
O -0.313 -0.105 0.420

Summary:
Molar mass   76.12 g/mol
Net charge   +1
DFT total energy   -250.0364 Eh
LUMO level   -3.394 eV
Energy above the lowest of the compared OMol25 structures with the same formula, charge and spin   0.474 eV
Gap between HOMO and LUMO   11.5 eV
HOMO   -14.9 eV

And the Löwdin charges, in e, turn out to be: -0.027, -0.348, 0.117, 0.215, 0.100, 0.096, 0.106, 0.090, 0.091, 0.176, 0.171, 0.121, 0.075, 0.062, -0.043

Entry from OMol25: 2 unconnected molecules or ions with the total composition C3H10NO (the ωB97M-V functional and the def2-TZVPD basis).

Element x y z (Å)
C: -0.693 0.439 1.536
C: 0.184 -0.511 0.784
C: 0.356 -1.796 0.988
N: 0.913 0.138 -0.334
H: -0.865 0.074 2.547
H: -1.664 0.512 1.042
H: -0.219 1.413 1.668
H: 0.928 -2.412 0.303
H: -0.081 -2.256 1.858
H: 1.246 1.068 -0.074
H: 1.699 -0.430 -0.655
H: 0.319 0.262 -1.189
H: -0.230 0.933 -3.413
H: -1.377 1.494 -2.560
O: -0.514 1.071 -2.503

Cartesian forces, eV/Å:
C 0.208 -0.241 0.293
C 0.011 0.444 0.298
C 0.221 -0.134 -0.181
N -0.207 -0.437 -0.803
H -0.067 -0.192 -0.070
H 0.063 0.315 0.004
H -0.174 0.119 -0.235
H 0.121 -0.017 0.225
H -0.213 -0.174 -0.059
H 0.080 -0.072 0.017
H 0.131 0.067 0.306
H -0.197 0.393 0.268
H -0.034 0.023 -0.080
H -0.060 0.002 0.027
O 0.116 -0.097 -0.010

Summary:
Molar mass   76.12 g/mol
Net charge   +1
DFT total energy   -250.0423 Eh
LUMO level   -3.326 eV
Energy above the lowest of the compared OMol25 structures with the same formula, charge and spin   0.314 eV
Gap between HOMO and LUMO   11.4 eV
HOMO   -14.7 eV

And the Löwdin charges, in e, turn out to be: -0.023, -0.348, 0.111, 0.213, 0.098, 0.100, 0.089, 0.087, 0.092, 0.170, 0.170, 0.113, 0.078, 0.079, -0.029

Look up the molar mass of the third one.
76.12 g/mol

Number 3 is which compound?
C3H10NO

Repeat the first record exactly.
Entry from OMol25: 2 unconnected molecules or ions with the total composition C3H10NO (the ωB97M-V functional and the def2-TZVPD basis).

Element x y z (Å)
C: 0.583 -2.674 -0.348
O: -0.591 -2.310 -0.939
H: 1.075 -1.708 0.060
H: 0.552 -3.502 0.407
H: 1.229 -3.057 -1.170
H: -1.268 -2.998 -0.779
C: -0.394 2.396 1.267
C: 0.365 1.250 -0.823
N: -0.538 1.563 0.045
H: 0.625 2.914 1.288
H: -0.491 1.692 2.113
H: -1.318 2.994 1.282
H: 0.400 0.437 -1.599
H: 1.080 2.091 -0.839
H: -1.309 0.914 0.035

Cartesian forces, eV/Å:
C 3.132 -0.037 0.229
O -3.002 -0.006 -0.069
H -0.527 -1.695 -0.209
H -0.249 1.041 -0.318
H 0.183 0.218 0.709
H 0.509 0.671 -0.298
C 0.147 0.121 -0.287
C 0.274 2.547 -0.001
N 0.912 -2.550 -0.699
H -1.781 -0.488 -0.136
H 0.325 0.269 -0.366
H 0.829 0.452 0.161
H -0.724 0.751 1.115
H 0.674 -1.134 -0.255
H -0.704 -0.162 0.423

Summary:
Molar mass   76.12 g/mol
Net charge   +1
DFT total energy   -249.9699 Eh
LUMO level   -5.373 eV
Energy above the lowest of the compared OMol25 structures with the same formula, charge and spin   2.283 eV
Gap between HOMO and LUMO   8.2 eV
HOMO   -13.6 eV

And the Löwdin charges, in e, turn out to be: -0.219, -0.143, 0.085, 0.100, 0.086, 0.107, 0.014, 0.182, -0.011, 0.137, 0.114, 0.111, 0.149, 0.127, 0.161

Which formula does entry 3 have?
C3H10NO